Entry from the Open Molecules 2025 dataset: 2 unconnected molecules or ions with the total composition C24H23Cl2NO7 at a distorted geometry (ωB97M-V with the def2-TZVPD basis set).

Last column: Löwdin charge in e.
Positions of all 57 atoms, in Å:
1 C -0.36085 5.90251 -1.50074  0.130
2 C 0.77811 5.84888 -1.12274  -0.097
3 C 2.24372 5.93243 -0.86918  -0.121
4 N 2.99016 4.74697 -1.38015  0.052
5 C 2.61962 4.52442 -2.73830  -0.381
6 O 2.68370 5.30668 -3.64084  0.151
7 C 2.16720 3.09560 -2.85482  -0.069
8 C 1.73178 2.39726 -3.95990  0.016
9 C 1.40841 1.05285 -3.79477  0.007
10 C 1.54019 0.43222 -2.54643  -0.166
11 C 1.19098 -1.04430 -2.46579  -0.625
12 Cl 2.51337 -1.99680 -1.72747  0.653
13 C -0.21296 -1.18421 -1.73897  -0.675
14 C -1.31895 -1.29313 -2.80998  -0.102
15 Cl -0.28996 -2.61132 -0.66765  0.705
16 C 1.97184 1.14773 -1.41637  -0.177
17 O 2.08415 0.49166 -0.23565  -0.069
18 C 1.27972 0.98226 0.85363  -0.174
19 C 2.10834 0.86570 2.13496  -0.163
20 C 2.36474 -0.62877 2.49913  -0.224
21 C 2.06068 -0.94985 3.99401  -0.094
22 C 2.28466 2.49970 -1.59396  0.023
23 C 2.77281 3.54464 -0.63279  -0.333
24 O 2.96073 3.49896 0.54796  0.149
25 H -1.37143 6.18024 -1.70178  0.033
26 H 2.37716 5.99308 0.21212  0.124
27 H 2.65734 6.81506 -1.35297  0.130
28 H 1.67120 2.90796 -4.91501  0.127
29 H 1.05148 0.46314 -4.63177  0.119
30 H 1.04881 -1.40481 -3.48357  0.090
31 H -0.37470 -0.26814 -1.17291  0.090
32 H -1.63915 -2.32630 -2.94252  0.073
33 H -2.19972 -0.73045 -2.48500  0.082
34 H -0.98930 -0.84041 -3.74739  0.070
35 H 0.40509 0.32021 0.95068  0.119
36 H 0.89488 1.98975 0.68381  0.123
37 H 1.62973 1.41389 2.94677  0.111
38 H 3.07976 1.29451 1.88579  0.103
39 H 1.82378 -1.28527 1.81251  0.089
40 H 3.42622 -0.83300 2.33594  0.101
41 H 1.30652 -1.73863 4.05009  0.063
42 H 1.72128 -0.05272 4.51018  0.058
43 H 2.95849 -1.33675 4.47889  0.063
44 C -4.26715 -5.37870 1.27543  0.075
45 C -5.19337 -5.25700 2.23330  -0.239
46 C -5.21071 -4.08741 3.17333  -0.319
47 O -6.09624 -4.03809 4.00714  0.105
48 C -4.17113 -3.08078 3.04013  0.072
49 C -3.23784 -3.19779 2.08466  -0.229
50 C -3.23503 -4.36168 1.12567  -0.310
51 O -2.37553 -4.40802 0.26755  0.052
52 O -2.26940 -2.29515 1.93086  0.087
53 O -6.15999 -6.15389 2.42172  0.111
54 H -4.24750 -6.21623 0.59256  0.135
55 H -4.18654 -2.25131 3.73284  0.135
56 H -1.71025 -2.57495 1.17549  0.022
57 H -6.68896 -5.82243 3.17225  0.119

Its SMILES is C#CCN1C(=O)c2ccc([C@@H](Cl)[C@@H](C)Cl)c(OCCCC)c2C1=O.O=C1C=C(O)C(=O)C=C1O. As for the HOMO-LUMO gap: 8.2254 eV.